[1]
{"formula": "C18H32GeIrO3Te", "method": "ωB97M-V/def2-TZVPD", "species": ["Ir", "C", "C", "C", "C", "O", "Ge", "O", "C", "C", "C", "C", "O", "C", "C", "C", "C", "H", "H", "H", "H", "H", "H", "H", "H", "H", "H", "H", "H", "H", "H", "H", "H", "H", "H", "H", "H", "H", "H", "H", "H", "H", "H", "H", "Te", "C", "C", "C", "C", "C", "C", "H", "H", "H", "H", "H"], "coordinates": [[0.348, 0.374, 0.003], [0.749, -4.293, -0.390], [0.210, -3.237, 0.585], [-1.253, -2.963, 0.261], [0.391, -3.682, 2.028], [0.970, -2.012, 0.395], [2.385, -1.731, -0.731], [0.584, -0.466, -1.765], [0.600, 0.226, -3.003], [-0.108, -0.716, -4.004], [2.072, 0.414, -3.449], [-0.098, 1.572, -2.885], [2.347, 0.262, -0.002], [2.881, 0.762, 1.250], [3.556, 2.101, 0.967], [1.661, 0.932, 2.164], [3.869, -0.247, 1.820], [0.206, -5.228, -0.284], [0.630, -3.941, -1.421], [1.806, -4.493, -0.188], [-1.831, -3.885, 0.287], [-1.685, -2.285, 1.006], [-1.339, -2.525, -0.738], [-0.237, -4.546, 2.240], [1.429, -3.951, 2.220], [0.115, -2.878, 2.713], [0.454, -1.640, -4.134], [-1.110, -0.957, -3.646], [-0.181, -0.216, -4.968], [2.554, -0.552, -3.607], [2.091, 0.955, -4.393], [2.617, 0.987, -2.697], [-1.170, 1.433, -2.716], [0.331, 2.148, -2.054], [0.029, 2.152, -3.796], [2.837, 2.812, 0.553], [3.974, 2.515, 1.884], [4.365, 1.968, 0.251], [0.850, 1.527, 1.624], [1.291, -0.040, 2.500], [1.888, 1.540, 3.040], [4.680, -0.414, 1.109], [4.306, 0.128, 2.745], [3.366, -1.196, 2.031], [-2.342, 0.438, 0.129], [-3.579, 1.939, 0.988], [-3.959, 3.035, 0.175], [-4.839, 3.953, 0.682], [-5.413, 3.743, 1.959], [-5.002, 2.665, 2.778], [-4.124, 1.739, 2.280], [-3.557, 3.167, -0.821], [-5.118, 4.813, 0.087], [-6.229, 4.378, 2.287], [-5.412, 2.540, 3.772], [-3.859, 0.879, 2.882]], "multiplicity": 5, "charge": 3}

=====

[2]
{"formula": "C22H23Cl3GeN6O2PtS", "method": "ωB97M-V/def2-TZVPD", "species": ["Pt", "C", "C", "N", "N", "C", "S", "N", "N", "H", "H", "H", "H", "H", "H", "C", "C", "N", "O", "C", "C", "N", "O", "H", "H", "H", "H", "H", "H", "H", "Cl", "Ge", "Cl", "Cl", "C", "C", "C", "C", "C", "C", "C", "C", "C", "C", "C", "C", "C", "C", "C", "H", "H", "H", "H", "H", "H", "H", "H", "H", "H"], "coordinates": [[-0.293, 1.403, 0.766], [-3.395, 5.549, -0.993], [-3.645, 4.098, -0.840], [-4.756, 3.478, -1.053], [-4.491, 2.171, -0.745], [-3.239, 1.958, -0.346], [-2.531, 0.511, 0.147], [-2.679, 3.195, -0.418], [-1.361, 3.448, -0.067], [-4.318, 6.030, -1.302], [-2.630, 5.740, -1.747], [-3.067, 5.983, -0.048], [-5.217, 1.478, -0.823], [-1.342, 4.073, 0.740], [-0.849, 3.845, -0.849], [3.068, 3.848, -0.660], [2.007, 2.834, -0.375], [1.341, 2.831, 0.730], [1.588, 3.888, 1.590], [1.654, 1.822, -1.355], [2.452, 1.524, -2.583], [0.531, 1.161, -1.138], [0.083, 0.335, -1.952], [2.824, 4.802, -0.200], [3.202, 3.977, -1.731], [4.017, 3.515, -0.233], [1.364, 3.546, 2.476], [3.492, 1.814, -2.454], [2.058, 2.027, -3.469], [2.395, 0.453, -2.780], [-2.417, 0.580, 4.117], [-1.175, 1.900, 2.989], [0.474, 2.455, 4.313], [-2.341, 3.762, 2.915], [0.419, -0.419, 1.168], [0.515, -1.613, 0.897], [0.628, -2.948, 0.592], [-0.069, -3.927, 1.402], [-1.174, -3.531, 2.173], [-1.840, -4.451, 2.955], [-1.397, -5.769, 3.002], [-0.286, -6.168, 2.269], [0.375, -5.256, 1.468], [1.420, -3.310, -0.572], [1.058, -4.398, -1.377], [1.774, -4.678, -2.526], [2.865, -3.892, -2.872], [3.234, -2.810, -2.079], [2.506, -2.506, -0.948], [-1.505, -2.501, 2.132], [-2.700, -4.145, 3.534], [-1.914, -6.487, 3.625], [0.069, -7.187, 2.332], [1.264, -5.555, 0.931], [0.186, -4.987, -1.127], [1.476, -5.504, -3.157], [3.427, -4.118, -3.769], [4.088, -2.205, -2.352], [2.780, -1.666, -0.324]], "multiplicity": 2, "de_lowest_kcal_mol": 25.3, "charge": 1}

=====

Number 1: DFT total energy -91943.483 eV. Number 2: DFT total energy -144380.555 eV.